14
Properties=species:S:1:pos:R:3:forces:R:3 method="wB97M-V/def2-TZVPD" e_homo_ev=-8.32 e_tot_ha=-647.57194 e_above_lowest_kcal_mol=53.40 e_lumo_ev=0.96
H -0.2386 -1.6438 -1.2543 -0.1 0.0 0.1
C 0.0140 0.7282 1.0061 0.2 -0.2 -0.3
H -2.4032 -1.1033 -0.4946 0.1 0.3 -0.2
C -0.4404 -0.6804 -0.8033 0.3 0.0 -0.2
N -1.8051 -0.2738 -0.4741 -0.4 -0.3 0.1
S -0.2321 1.9735 -0.3320 0.0 -0.1 0.1
H -0.9667 -1.3279 1.3289 0.2 0.9 -0.8
C 1.3556 0.3440 0.3346 0.3 -0.7 -0.1
C 0.5865 0.4602 -1.0085 -0.5 0.1 0.9
H 1.0835 0.5588 -1.9405 0.4 0.0 -0.8
C -0.8285 -0.4866 0.6019 -0.2 -0.9 0.7
H -0.0316 1.0390 2.0296 0.0 0.3 0.5
H 1.7698 -0.6689 0.5478 -0.4 0.5 0.0
H 2.1368 1.0811 0.4581 0.1 0.2 0.0

14
Properties=species:S:1:pos:R:3:forces:R:3 method="wB97M-V/def2-TZVPD" e_homo_ev="-8.47 / -8.53" e_tot_ha=-647.51367 e_above_lowest_kcal_mol=89.97 e_lumo_ev="-2.77 / -2.77"
H 0.7182 0.1874 -1.7826 0.5 -0.4 0.2
H -0.2702 -2.0919 -1.1222 0.2 0.8 -1.1
C 1.9022 0.2199 0.5159 2.8 0.8 0.2
C -0.8615 -1.1509 -1.2267 -1.0 -1.0 -0.5
N 3.0331 0.4652 0.6013 -0.5 -0.7 -0.1
H -1.3574 0.3072 1.7429 2.5 -0.1 -0.6
S -0.1433 2.3897 1.8261 0.9 -0.5 -1.7
H -1.5948 -1.4551 -0.4532 -0.2 1.3 -0.3
C 0.5379 0.2075 0.4163 -3.6 3.0 -1.4
H -1.3972 -0.9635 -2.2185 0.7 -1.2 1.3
C -0.2173 0.5789 1.6453 -2.1 -1.9 1.3
H -0.6655 1.0081 -1.3652 0.0 -0.4 1.2
H 0.3859 0.1700 2.4569 -0.6 -0.2 0.3
C -0.0701 0.1275 -1.0362 0.5 0.5 1.2

14
Properties=species:S:1:pos:R:3:forces:R:3 method="wB97M-V/def2-TZVPD" e_homo_ev="-7.90 / -7.91" e_tot_ha=-647.47838 e_above_lowest_kcal_mol=112.11 e_lumo_ev="-0.57 / -0.57"
C 3.1146 -0.9335 0.3004 -0.8 2.3 0.2
H -3.3025 0.7495 -0.4373 -1.8 2.9 -1.7
C -0.3560 0.1190 -0.6249 -0.6 0.4 -0.4
N 2.0479 -1.3570 -0.1538 -0.9 1.7 -0.3
H 3.1313 0.2523 0.5258 0.9 -1.7 -0.3
C -2.7474 0.0646 0.0468 1.2 -2.1 2.2
H -2.8694 -0.8400 -0.6221 0.1 0.4 1.6
H -0.4767 -0.5575 -1.4355 0.0 -0.5 -0.7
C 0.9232 0.5874 -0.3452 3.6 -0.5 0.4
H -3.0910 0.1485 1.1125 -0.6 -1.3 -1.1
H -0.8680 0.9599 1.0494 -1.5 0.5 0.0
S 1.8557 1.8623 -0.1009 -1.4 -1.7 -0.2
H 3.9845 -1.5348 0.5008 0.3 -0.3 0.2
C -1.3462 0.4793 0.1838 1.5 0.0 -0.1

14
Properties=species:S:1:pos:R:3:forces:R:3 method="wB97M-V/def2-TZVPD" e_homo_ev=-8.80 e_tot_ha=-647.55924 e_above_lowest_kcal_mol=61.37 e_lumo_ev=0.10
S 1.3097 -0.4143 1.2649 -2.0 -1.9 -2.2
N -0.0907 0.5146 -0.8163 -0.6 1.0 -1.1
C -1.3146 -1.4697 -0.0105 2.9 2.1 2.1
H 0.0771 2.5817 1.2171 -0.6 0.4 0.5
H -0.6813 -1.0232 -2.1433 0.4 0.1 1.2
H 0.7131 -2.7403 0.0648 0.0 -0.5 -0.7
C 0.1563 -1.8429 -0.0951 0.2 3.1 1.7
C -0.4564 -0.7850 -1.0694 0.0 -2.5 0.0
C 0.7911 2.2597 0.4947 0.3 -0.8 -1.5
H -1.9769 -2.1606 -0.3745 -1.7 -1.6 -0.5
H 0.5990 2.6725 -0.5096 0.0 0.5 0.7
C 0.5860 0.7850 0.1971 1.1 1.0 1.3
H -1.5014 -0.8914 0.9569 -0.4 -0.8 -1.7
H 1.7891 2.5139 0.8233 0.2 -0.1 0.1